1.
{"formula": "CF3I", "method": "ωB97M-V/def2-TZVPD", "e_above_lowest_kcal_mol": 86.98, "homo_ev": [-9.7, -9.6], "e_tot_ev": -17285.950, "multiplicity": 1, "orbital_gap_ev": [7.78, 8.32], "species": ["C", "F", "F", "F", "I"], "xyz": [[0.47465, 0.02024, 0.34984], [0.64477, -0.59662, 1.48263], [-2.11869, 0.75499, -0.59668], [1.65496, 0.55267, -0.10008], [-0.65569, -0.73128, -1.13570]], "atomic_forces_ev_per_a": [[1.5, 0.6, -1.1], [0.0, 0.0, 0.0], [0.4, -0.3, -0.1], [-1.3, -0.5, 1.0], [-0.7, 0.1, 0.2]], "lowdin_charge": [-0.7462, 0.0604, -0.6961, -0.0312, 1.4130]}



2.
{"formula": "C30H20BrN6OV", "method": "ωB97M-V/def2-TZVPD", "e_above_lowest_kcal_mol": 4.65, "homo_ev": [-12.5, -12.5], "e_tot_ev": -138141.193, "multiplicity": 3, "charge": 2, "orbital_gap_ev": [5.45, 5.47], "species": ["V", "C", "C", "C", "C", "N", "C", "C", "C", "C", "C", "C", "N", "C", "C", "C", "C", "C", "N", "H", "H", "H", "H", "H", "H", "H", "H", "H", "H", "H", "Br", "C", "C", "C", "C", "C", "C", "N", "N", "C", "C", "C", "C", "O", "C", "N", "C", "C", "C", "C", "H", "H", "H", "H", "H", "H", "H", "H", "H"], "xyz": [[-0.59139, 1.11391, -1.47799], [-4.94809, 0.91997, -1.80489], [-5.29050, 2.24555, -1.61310], [-4.28633, 3.20013, -1.49103], [-2.96899, 2.79759, -1.56394], [-2.63641, 1.49519, -1.74908], [-3.60615, 0.58475, -1.86356], [-1.81833, 3.73901, -1.47967], [-1.87996, 5.12177, -1.41217], [-0.68343, 5.82816, -1.39873], [0.53970, 5.17232, -1.47189], [0.53277, 3.78845, -1.53722], [-0.62996, 3.13331, -1.52414], [1.71587, 2.89470, -1.67734], [3.01654, 3.35463, -1.68860], [4.05178, 2.44266, -1.86207], [3.75671, 1.10109, -2.01995], [2.42985, 0.70761, -1.99275], [1.42965, 1.57689, -1.82738], [-5.69877, 0.14973, -1.90450], [-6.32891, 2.54302, -1.55807], [-4.53706, 4.23981, -1.34076], [-3.28621, -0.44037, -1.99902], [-2.82295, 5.64673, -1.38118], [-0.70479, 6.90848, -1.34834], [1.46019, 5.73647, -1.48616], [3.23040, 4.40591, -1.56482], [5.07759, 2.78536, -1.87402], [4.53315, 0.36337, -2.15982], [2.14632, -0.33165, -2.09807], [4.98376, -2.67168, 5.41445], [3.44431, -3.38004, 4.59031], [2.46655, -3.98733, 5.36594], [1.34851, -4.52327, 4.74742], [1.19380, -4.39300, 3.37398], [2.18437, -3.80569, 2.59732], [3.31953, -3.30475, 3.20907], [0.03462, -5.00815, 2.79689], [-0.67136, -4.43402, 1.96716], [-0.50514, -3.04353, 1.62022], [-0.55884, -2.02555, 2.53449], [-0.59826, -0.67387, 2.12476], [-0.58624, -0.37006, 0.79339], [-0.61271, 0.91100, 0.31333], [-0.54483, -1.40398, -0.16973], [-0.54703, -1.01998, -1.48234], [-0.53421, -1.96082, -2.41369], [-0.52990, -3.32709, -2.11016], [-0.52766, -3.72291, -0.79414], [-0.52353, -2.74973, 0.22559], [2.59121, -4.06592, 6.43641], [0.59297, -5.04170, 5.32249], [2.08998, -3.76943, 1.51911], [4.11428, -2.86880, 2.62018], [-0.57359, -2.25055, 3.59207], [-0.64076, 0.11643, 2.86160], [-0.53446, -1.63061, -3.44679], [-0.53633, -4.04824, -2.91409], [-0.54135, -4.77130, -0.52499]], "atomic_forces_ev_per_a": [[0.0, -0.7, 0.5], [0.0, 0.0, 0.0], [0.0, 0.0, 0.0], [0.0, -0.1, 0.0], [0.0, 0.2, 0.0], [0.1, 0.3, -0.1], [0.0, -0.1, 0.0], [0.0, 0.1, 0.0], [0.0, -0.1, 0.0], [0.0, 0.0, 0.0], [0.0, -0.1, 0.0], [0.0, 0.1, 0.0], [0.0, 0.0, 0.0], [0.0, 0.2, 0.0], [0.0, -0.1, 0.0], [0.0, 0.0, 0.0], [-0.1, -0.1, 0.0], [0.1, -0.1, 0.0], [-0.2, 0.3, -0.1], [0.0, 0.0, 0.0], [0.0, 0.0, 0.0], [0.0, 0.0, 0.0], [0.0, 0.0, 0.0], [0.0, 0.0, 0.0], [0.0, 0.0, 0.0], [0.0, 0.0, 0.0], [0.0, 0.0, 0.0], [0.0, 0.0, 0.0], [0.0, 0.0, 0.0], [0.0, 0.0, 0.0], [0.0, 0.0, 0.0], [0.0, 0.0, 0.0], [0.0, 0.0, -0.1], [0.1, 0.0, 0.0], [-0.1, 0.0, 0.0], [0.0, 0.0, 0.0], [0.0, 0.0, 0.0], [0.1, -0.1, 0.1], [0.0, 0.3, -0.1], [0.0, -0.3, 0.0], [0.0, 0.1, 0.0], [0.0, -0.1, 0.0], [0.1, 0.2, -0.1], [0.1, -0.2, -0.2], [0.0, 0.0, 0.2], [0.0, 0.2, 0.0], [0.0, -0.1, -0.1], [0.0, 0.1, 0.0], [0.0, 0.0, 0.0], [0.0, 0.0, 0.1], [0.0, 0.0, 0.0], [0.0, 0.0, 0.0], [0.0, 0.0, 0.0], [0.0, 0.0, 0.0], [0.0, 0.0, 0.0], [0.0, 0.0, 0.0], [0.0, 0.0, 0.0], [0.0, 0.0, 0.0], [0.0, 0.0, 0.0]], "lowdin_charge": [1.0945, 0.0008, 0.0115, 0.0379, -0.1650, 0.0105, -0.0650, -0.1543, 0.0483, 0.0202, 0.0478, -0.1549, 0.0343, -0.1645, 0.0377, 0.0111, -0.0009, -0.0670, 0.0113, 0.1293, 0.1342, 0.1264, 0.1233, 0.1271, 0.1348, 0.1269, 0.1264, 0.1343, 0.1286, 0.1217, 0.7839, -0.6888, -0.1014, -0.0108, -0.2773, -0.0346, -0.1161, 0.1075, 0.0877, -0.2059, 0.0209, 0.0520, -0.2792, -0.1603, -0.1564, 0.0002, -0.0943, -0.0100, 0.0547, -0.0845, 0.1113, 0.1244, 0.1152, 0.1026, 0.1330, 0.1357, 0.1283, 0.1227, 0.1321]}



3.
{"formula": "C3H5NOS2", "method": "ωB97M-V/def2-TZVPD", "e_above_lowest_kcal_mol": 27.31, "homo_ev": -8.2, "e_tot_ev": -28399.046, "multiplicity": 1, "orbital_gap_ev": 8.89, "species": ["C", "C", "C", "H", "H", "H", "H", "H", "N", "O", "S", "S"], "xyz": [[0.91532, -0.14894, 2.00165], [-0.02320, 0.94777, -0.27742], [-0.79133, -0.66341, -1.76486], [1.64981, -0.13325, 2.80170], [1.23305, -0.92406, 1.27929], [-0.04678, -0.37830, 2.51076], [-1.54701, -1.38828, -1.52747], [-0.05555, -1.05526, -2.44957], [-0.67273, 1.76554, -0.97988], [-0.11493, -0.40426, -0.52369], [0.96825, 1.43003, 1.13755], [-1.51490, 0.95242, -2.20805]], "atomic_forces_ev_per_a": [[0.0, -0.8, 0.2], [0.0, -0.4, 0.7], [0.2, 0.4, 0.9], [0.3, 0.3, 0.0], [-0.4, 0.3, 0.6], [0.5, 0.2, -0.8], [-0.4, -0.4, -0.2], [0.1, 0.0, -0.5], [0.2, 0.2, -0.1], [0.4, 0.6, 0.2], [-0.7, -0.3, -0.7], [-0.1, 0.0, -0.3]], "lowdin_charge": [-0.4132, -0.8018, -0.4048, 0.0291, 0.0431, 0.0574, 0.0775, 0.0828, -0.2933, -0.1701, 0.9138, 0.8795]}